i:
{
  "formula": "C42H52BaN5O6P",
  "method": "ωB97M-V/def2-TZVPD",
  "symbols": ["Ba", "O", "C", "C", "C", "C", "C", "C", "C", "N", "N", "C", "O", "C", "C", "C", "C", "C", "C", "H", "H", "H", "H", "H", "H", "H", "H", "H", "H", "C", "O", "C", "C", "C", "C", "C", "C", "N", "N", "C", "C", "C", "C", "O", "C", "N", "C", "C", "C", "C", "H", "H", "H", "H", "H", "H", "H", "H", "H", "H", "H", "H", "C", "C", "O", "H", "H", "H", "H", "H", "H", "C", "O", "H", "H", "H", "C", "C", "C", "P", "C", "C", "C", "C", "C", "C", "H", "H", "H", "H", "H", "H", "H", "H", "H", "H", "H", "H", "H", "H", "H", "H", "H", "H", "H", "H", "H"],
  "positions_angstrom": [[0.2033, 0.6837, 0.2335], [-2.2591, 0.9775, 0.1306], [-2.9245, 0.7542, -0.9469], [-3.9058, 1.6954, -1.3892], [-4.6602, 1.5153, -2.5275], [-4.4993, 0.3696, -3.3162], [-3.5574, -0.5648, -2.9205], [-2.7681, -0.4196, -1.7690], [-1.8438, -1.5172, -1.5343], [-0.9812, -1.5995, -0.6022], [-0.1940, -2.7333, -0.6133], [0.8686, -2.6289, 0.1490], [1.2794, -1.6575, 0.8567], [1.7268, -3.8823, 0.1517], [1.4098, -5.0139, -0.5990], [2.2335, -6.1323, -0.5743], [3.3905, -6.1367, 0.1994], [3.7129, -5.0116, 0.9471], [2.8856, -3.8942, 0.9208], [-4.0163, 2.5862, -0.7799], [-5.3832, 2.2720, -2.8148], [-5.0936, 0.2135, -4.2093], [-3.4114, -1.4554, -3.5253], [-1.9041, -2.3413, -2.2547], [0.5103, -4.9877, -1.1993], [1.9763, -7.0044, -1.1656], [4.0360, -7.0075, 0.2139], [4.6163, -5.0005, 1.5470], [3.1219, -2.9989, 1.4839], [-3.1007, -1.0440, -10.1452], [-3.6817, -0.3832, -9.0442], [-3.0370, 0.7396, -8.5857], [-2.0968, 1.4412, -9.3194], [-1.5156, 2.5883, -8.7760], [-1.8364, 3.0212, -7.5028], [-2.8071, 2.3094, -6.7777], [-3.3980, 1.1844, -7.3172], [-1.3120, 4.2617, -7.0637], [-0.7756, 4.4159, -5.9383], [-0.4428, 3.3826, -5.0662], [-0.0433, 2.0910, -5.4436], [0.3742, 1.1523, -4.5311], [0.4410, 1.4072, -3.1299], [0.8824, 0.5703, -2.3006], [-0.0271, 2.7334, -2.7178], [-0.1192, 2.9620, -1.3953], [-0.4627, 4.1521, -0.9722], [-0.7676, 5.2129, -1.8360], [-0.7504, 4.9846, -3.1862], [-0.3884, 3.7124, -3.6749], [-3.5979, -2.0078, -10.2262], [-2.0290, -1.2016, -9.9960], [-3.2487, -0.4911, -11.0782], [-1.8151, 1.1217, -10.3132], [-0.7942, 3.1589, -9.3490], [-3.0747, 2.6221, -5.7765], [-4.1288, 0.6208, -6.7492], [-0.0290, 1.8288, -6.4918], [0.7067, 0.1763, -4.8654], [-0.5128, 4.2749, 0.1083], [-1.0310, 6.1838, -1.4349], [-1.0121, 5.7590, -3.8945], [4.6067, -2.2774, -1.9839], [3.5006, -1.2494, -1.9620], [4.0215, -0.0394, -1.4150], [4.2241, -3.2351, -2.3453], [4.9994, -2.4248, -0.9757], [5.4257, -1.9543, -2.6330], [2.6694, -1.6117, -1.3565], [3.1135, -1.0713, -2.9691], [3.2665, 0.4824, -1.1195], [2.3708, 3.3588, 1.5041], [1.6035, 2.2408, 1.2795], [2.0685, 3.9312, 2.4096], [2.3275, 4.0878, 0.6698], [3.4474, 3.1360, 1.6455], [-2.3457, 2.4643, 3.5623], [-1.0436, 1.9552, 4.1966], [-1.0630, 2.1136, 5.7169], [-0.6512, 0.3180, 3.4083], [-2.1138, -0.7942, 3.6837], [-2.7910, -0.8816, 5.0510], [-1.7315, -2.1811, 3.1493], [0.7907, -0.4067, 4.3257], [1.9247, 0.6291, 4.2809], [0.6088, -0.9906, 5.7281], [-2.4601, 3.5390, 3.7354], [-3.2161, 1.9667, 4.0012], [-2.3678, 2.2813, 2.4834], [-0.2301, 2.5777, 3.8048], [-1.7797, 1.4433, 6.1930], [-1.3466, 3.1407, 5.9780], [-0.0826, 1.9230, 6.1547], [-2.8398, -0.3774, 2.9765], [-2.1027, -1.2039, 5.8342], [-3.6108, -1.6087, 5.0097], [-3.2190, 0.0753, 5.3515], [-1.0313, -2.6884, 3.8204], [-1.2653, -2.1100, 2.1630], [-2.6208, -2.8120, 3.0588], [1.0835, -1.2219, 3.6535], [1.7522, 1.4330, 5.0054], [2.0116, 1.0834, 3.2872], [2.8772, 0.1547, 4.5381], [0.1765, -0.2703, 6.4248], [1.5834, -1.2945, 6.1282], [-0.0310, -1.8743, 5.7187]],
  "mulliken_charge": [1.511, -0.462, 0.422, -0.590, -0.515, -0.666, -0.827, 1.020, -0.966, 1.187, -1.102, 0.200, -0.978, 0.479, -0.269, -0.615, -0.369, -0.687, -0.312, 0.336, 0.358, 0.401, 0.280, 0.101, 0.430, 0.380, 0.371, 0.367, 0.408, -0.920, -0.443, 0.945, -0.448, -0.563, -0.053, 0.256, -0.789, -0.897, -0.292, -0.086, -0.319, -0.956, 0.129, -0.525, -0.364, 0.742, -0.674, -1.006, -0.671, 1.350, 0.245, 0.389, 0.316, 0.322, 0.339, 0.421, 0.385, 0.368, 0.437, 0.518, 0.385, 0.450, -1.479, 1.099, -0.617, 0.326, 0.303, 0.402, -0.393, 0.134, 0.309, -1.143, -0.584, 0.240, 0.168, 0.241, -1.745, 0.849, -1.491, 0.843, 0.830, -1.559, -1.579, 1.192, -1.727, -1.570, 0.472, 0.219, 0.333, 0.144, 0.155, 0.485, 0.274, 0.245, 0.158, 0.480, 0.309, 0.200, 0.289, 0.462, -0.072, 0.235, 0.240, 0.491, 0.161, 0.489, 0.306],
  "homo_lumo_gap_ev": 5.694,
  "total_charge": -2
}



ii:
{
  "formula": "C42H52BaN5O6P",
  "method": "ωB97M-V/def2-TZVPD",
  "symbols": ["Ba", "O", "C", "C", "C", "C", "C", "C", "C", "N", "N", "C", "O", "C", "C", "C", "C", "C", "C", "H", "H", "H", "H", "H", "H", "H", "H", "H", "H", "C", "O", "C", "C", "C", "C", "C", "C", "N", "N", "C", "C", "C", "C", "O", "C", "N", "C", "C", "C", "C", "H", "H", "H", "H", "H", "H", "H", "H", "H", "H", "H", "H", "C", "C", "O", "H", "H", "H", "H", "H", "H", "C", "O", "H", "H", "H", "C", "C", "C", "P", "C", "C", "C", "C", "C", "C", "H", "H", "H", "H", "H", "H", "H", "H", "H", "H", "H", "H", "H", "H", "H", "H", "H", "H", "H", "H", "H"],
  "positions_angstrom": [[-0.6716, 0.3023, -0.1186], [1.5585, -1.2238, -0.3499], [2.0183, -1.9625, -1.3096], [3.4090, -2.1694, -1.4886], [3.8945, -2.9706, -2.5052], [3.0326, -3.6094, -3.3928], [1.6639, -3.4346, -3.2320], [1.1416, -2.6430, -2.2153], [-0.3172, -2.5219, -2.0435], [-1.1302, -2.6002, -3.0192], [-2.4887, -2.5845, -2.7125], [-2.9404, -1.4868, -2.1736], [-2.2914, -0.4205, -1.8950], [-4.4120, -1.4714, -1.8480], [-4.9400, -0.4003, -1.1336], [-6.2774, -0.3999, -0.7547], [-7.1006, -1.4684, -1.0798], [-6.5778, -2.5425, -1.7940], [-5.2445, -2.5422, -2.1751], [4.0782, -1.6601, -0.8045], [4.9677, -3.1013, -2.6118], [3.4158, -4.2405, -4.1859], [0.9625, -3.9235, -3.8989], [-0.6771, -2.4069, -1.0127], [-4.2851, 0.4157, -0.8522], [-6.6693, 0.4377, -0.1891], [-8.1414, -1.4689, -0.7758], [-7.2112, -3.3851, -2.0478], [-4.8136, -3.3704, -2.7228], [9.4164, 6.1865, -0.2768], [8.7281, 5.5227, -1.3110], [7.4530, 5.9608, -1.5826], [6.9657, 7.2016, -1.1991], [5.6676, 7.5610, -1.5508], [4.8483, 6.6878, -2.2485], [5.3552, 5.4481, -2.6426], [6.6488, 5.0922, -2.3120], [3.5904, 7.1840, -2.7183], [2.5209, 6.5354, -2.6063], [2.3267, 5.3890, -1.8499], [3.0272, 5.0298, -0.6905], [2.6777, 3.9495, 0.0823], [1.5804, 3.0915, -0.2306], [1.2493, 2.1225, 0.4805], [0.8425, 3.4438, -1.4644], [-0.1716, 2.6315, -1.8358], [-0.8886, 2.9226, -2.8949], [-0.6518, 4.0658, -3.6737], [0.3880, 4.8886, -3.3372], [1.1861, 4.5921, -2.2112], [10.2826, 5.5730, -0.0380], [8.7901, 6.2932, 0.6136], [9.7600, 7.1789, -0.5881], [7.5811, 7.8960, -0.6432], [5.2726, 8.5322, -1.2792], [4.7274, 4.7554, -3.1869], [7.0528, 4.1297, -2.6000], [3.8485, 5.6423, -0.3463], [3.2183, 3.7336, 0.9958], [-1.6800, 2.2225, -3.1478], [-1.2793, 4.2736, -4.5307], [0.6192, 5.7714, -3.9174], [1.9057, -4.3112, 2.8536], [1.7997, -3.3295, 1.7038], [2.4456, -2.1323, 2.0771], [1.2600, -5.1794, 2.6954], [1.6063, -3.8217, 3.7839], [2.9323, -4.6640, 2.9746], [0.7470, -3.1427, 1.4573], [2.2535, -3.7524, 0.7985], [2.2839, -1.4944, 1.3498], [-2.4930, 2.5346, 2.1845], [-2.1041, 1.4928, 1.3907], [-1.8201, 3.4113, 2.1035], [-2.5169, 2.2762, 3.2668], [-3.5109, 2.9100, 1.9451], [-0.8419, -1.1553, 3.6669], [-1.5027, -2.5198, 3.4508], [-2.3731, -2.8898, 4.6524], [-2.2696, -2.5659, 1.7532], [-2.1599, -4.3651, 1.2729], [-3.0453, -4.6411, 0.0572], [-2.3358, -5.4310, 2.3537], [-4.0844, -2.1865, 1.8993], [-4.2645, -0.7491, 2.4010], [-5.0405, -3.1346, 2.6238], [-0.3327, -1.1304, 4.6359], [-1.5699, -0.3406, 3.6336], [-0.0862, -0.9546, 2.9055], [-0.6989, -3.2595, 3.3804], [-3.1263, -2.1214, 4.8367], [-1.7517, -2.9591, 5.5518], [-2.8873, -3.8413, 4.5242], [-1.1218, -4.4419, 0.9269], [-4.1039, -4.6658, 0.3286], [-2.7911, -5.6147, -0.3729], [-2.9153, -3.8959, -0.7318], [-3.3468, -5.4477, 2.7644], [-1.6413, -5.2889, 3.1836], [-2.1417, -6.4209, 1.9270], [-4.3760, -2.1824, 0.8417], [-4.0980, -0.6877, 3.4810], [-5.2931, -0.4255, 2.2111], [-3.5802, -0.0412, 1.9186], [-4.8997, -3.1049, 3.7052], [-4.9452, -4.1689, 2.2962], [-6.0704, -2.8219, 2.4208]],
  "mulliken_charge": [1.884, -0.210, 0.024, -0.653, -0.361, -0.653, -0.544, -0.056, 1.059, -0.957, -0.300, -0.186, -0.585, 0.410, -0.227, -0.554, -0.459, -0.713, -0.033, 0.388, 0.367, 0.335, 0.389, -0.225, 0.530, 0.434, 0.352, 0.361, 0.428, -0.883, -0.438, 0.720, -0.311, -0.554, -0.019, 0.212, -0.725, -0.985, -0.164, -0.075, -0.106, -0.966, 0.301, -0.535, -0.730, 0.245, -0.564, -0.949, -0.280, 1.202, 0.245, 0.385, 0.304, 0.343, 0.344, 0.374, 0.406, 0.344, 0.428, 0.602, 0.395, 0.463, -1.623, 0.495, -0.642, 0.286, 0.322, 0.418, -0.140, 0.397, 0.271, -1.077, -0.538, 0.150, 0.235, 0.257, -1.296, 1.182, -1.839, 0.610, 0.783, -1.513, -1.846, 2.727, -1.391, -1.848, 0.491, 0.163, 0.130, -0.056, 0.315, 0.452, 0.313, 0.254, 0.257, 0.483, 0.232, 0.211, 0.328, 0.491, -1.533, 0.269, 0.404, 0.089, 0.262, 0.317, 0.470],
  "homo_lumo_gap_ev": 5.872,
  "total_charge": -2
}



Short version: ii is the most stable of them.



i:
{
  "formula": "CH2FNO2",
  "method": "ωB97M-V/def2-TZVPD",
  "symbols": ["C", "N", "O", "O", "F", "H", "H"],
  "positions_angstrom": [[-0.5506, -0.0769, -0.2117], [-1.2364, 0.2257, 0.8101], [0.0695, -0.9603, -0.6614], [-1.4686, 1.0935, 1.6105], [2.4182, -0.3897, -0.2478], [-0.8594, 0.9067, -0.8010], [1.6274, -0.7989, -0.4987]],
  "nbo_charge": [0.456, 0.143, -0.577, -0.171, -0.592, 0.187, 0.554],
  "smiles": "O=CN=O.F",
  "homo_lumo_gap_ev": [8.092, 8.095],
  "total_charge": 0
}



ii:
{
  "formula": "CH2FNO2",
  "method": "ωB97M-V/def2-TZVPD",
  "symbols": ["C", "N", "O", "O", "F", "H", "H"],
  "positions_angstrom": [[-0.0564, -0.1260, -0.6144], [0.0392, 0.1658, 0.7777], [-0.8254, -0.0899, 1.5499], [1.1839, 0.5835, 1.1736], [-1.3061, 0.1882, -1.0755], [0.7347, 0.4519, -1.0713], [0.2301, -1.1735, -0.7400]],
  "nbo_charge": [0.138, 0.474, -0.298, -0.408, -0.313, 0.206, 0.201],
  "smiles": "O=[N+]([O-])CF",
  "homo_lumo_gap_ev": 10.928,
  "total_charge": 0
}



iii:
{
  "formula": "CH2FNO2",
  "method": "ωB97M-V/def2-TZVPD",
  "symbols": ["C", "N", "O", "O", "F", "H", "H"],
  "positions_angstrom": [[-0.0276, -0.8364, 0.5631], [0.2917, 0.0911, -0.3351], [-1.0002, -1.5495, 0.5896], [0.4055, 1.3264, 0.0543], [-1.1957, 0.0915, -1.4067], [0.8423, -1.1424, 1.0698], [0.6840, 2.0192, -0.5349]],
  "nbo_charge": [0.444, 0.199, -0.436, -0.451, -0.426, 0.152, 0.519],
  "homo_lumo_gap_ev": [9.775, 9.776],
  "total_charge": 0
}



Short version: ii is the most stable of them.



i:
{
  "formula": "C5H8",
  "method": "ωB97M-V/def2-TZVPD",
  "symbols": ["C", "C", "C", "C", "C", "H", "H", "H", "H", "H", "H", "H", "H"],
  "positions_angstrom": [[0.3513, 1.0980, 0.8374], [0.4991, -0.4492, 0.9161], [-0.3690, -1.4786, -1.2809], [-0.2453, -0.5211, -0.3812], [-0.6090, 0.9408, -0.3691], [1.2786, 1.5979, 0.5430], [-0.0591, 1.5684, 1.7306], [1.5266, -0.8259, 0.7953], [0.0144, -0.9726, 1.7377], [-0.1450, -2.5056, -1.0080], [-0.0825, -1.0139, -2.2045], [-0.4955, 1.5832, -1.2523], [-1.6648, 0.9787, -0.0641]],
  "nbo_charge": [-0.390, -0.462, -0.481, 0.093, -0.458, 0.205, 0.206, 0.218, 0.219, 0.199, 0.215, 0.215, 0.220],
  "smiles": "C=C1CCC1",
  "homo_lumo_gap_ev": 9.932,
  "total_charge": 0
}



ii:
{
  "formula": "C5H8",
  "method": "ωB97M-V/def2-TZVPD",
  "symbols": ["C", "C", "C", "C", "C", "H", "H", "H", "H", "H", "H", "H", "H"],
  "positions_angstrom": [[1.3723, 1.9369, 0.1345], [2.2754, 0.7007, -0.1205], [1.2859, 0.5781, 0.7172], [-1.8654, -0.9545, 0.1613], [-1.8061, -1.9806, -0.7189], [0.5743, 2.1097, -0.5836], [2.9283, 0.3976, -0.9210], [0.6063, 0.2118, 1.5374], [-1.9486, -1.1756, 1.3655], [-1.8527, 0.0527, -0.1373], [1.8183, 2.8038, 0.6285], [-1.6789, -1.7000, -1.6743], [-1.7091, -2.9806, -0.3887]],
  "nbo_charge": [-0.466, -0.185, -0.173, -0.373, -0.387, 0.169, 0.233, 0.239, 0.186, 0.189, 0.183, 0.186, 0.198],
  "smiles": "C1=CC1.C=C",
  "homo_lumo_gap_ev": 10.702,
  "total_charge": 0
}



Short version: i is the most stable of them.



i:
{
  "formula": "C5H8",
  "method": "ωB97M-V/def2-TZVPD",
  "symbols": ["C", "C", "C", "C", "C", "H", "H", "H", "H", "H", "H", "H", "H"],
  "positions_angstrom": [[1.3309, -0.1670, -1.3872], [0.6144, -0.4515, -0.0710], [-0.3537, 0.6833, 0.3069], [-1.4278, 0.2437, 1.1994], [-2.3352, -0.1475, 1.8867], [0.6086, -0.1126, -2.2112], [1.8666, 0.7897, -1.3572], [2.0533, -0.9552, -1.6227], [0.0523, -1.3890, -0.1500], [1.3366, -0.5940, 0.7418], [0.1974, 1.5141, 0.7661], [-0.8132, 1.0906, -0.6045], [-3.1303, -0.5045, 2.5029]],
  "nbo_charge": [-0.606, -0.380, -0.482, -0.002, -0.252, 0.203, 0.202, 0.214, 0.208, 0.203, 0.230, 0.228, 0.235],
  "smiles": "C#CCCC",
  "homo_lumo_gap_ev": 11.060,
  "total_charge": 0
}



ii:
{
  "formula": "C5H8",
  "method": "ωB97M-V/def2-TZVPD",
  "symbols": ["C", "C", "C", "C", "C", "H", "H", "H", "H", "H", "H", "H", "H"],
  "positions_angstrom": [[1.2429, -0.4322, -0.5764], [1.0591, -0.1205, 0.8917], [0.5477, 0.8155, -0.1576], [-1.7386, -0.3058, 0.1782], [-0.7851, 0.4592, -0.6127], [2.1455, -0.3509, -1.1730], [0.4028, -0.7286, 1.4865], [2.0240, 0.1080, 1.3361], [0.7811, 1.8654, -0.0100], [-2.7448, 0.0578, 0.3659], [-1.4552, -1.2038, 0.7095], [-0.6899, -0.8001, -0.7388], [-0.7896, 0.6360, -1.6993]],
  "nbo_charge": [-0.332, -0.440, -0.354, -0.596, -0.214, 0.202, 0.209, 0.219, 0.223, 0.234, 0.210, 0.403, 0.235],
  "homo_lumo_gap_ev": 6.351,
  "total_charge": 0
}



iii:
{
  "formula": "C5H8",
  "method": "ωB97M-V/def2-TZVPD",
  "symbols": ["C", "C", "C", "C", "C", "H", "H", "H", "H", "H", "H", "H", "H"],
  "positions_angstrom": [[0.8323, 1.0898, -0.7992], [-0.4785, -1.0531, -1.2546], [-0.0492, 0.0581, -0.3197], [-0.0269, 0.0207, 2.2730], [0.2897, -0.2843, 1.0372], [-0.8409, -0.6365, -2.1954], [1.0560, 1.9793, -0.2312], [1.2134, 1.0385, -1.8081], [-0.8282, 0.8469, -0.1093], [0.3733, -1.6939, -1.4809], [-1.2381, -1.6736, -0.7808], [-0.5153, 0.9515, 2.5708], [0.2125, -0.6435, 3.0982]],
  "nbo_charge": [-0.299, -0.588, -0.436, -0.543, 0.163, 0.216, 0.185, 0.174, 0.273, 0.217, 0.223, 0.196, 0.219],
  "homo_lumo_gap_ev": [7.982, 8.544],
  "total_charge": 0
}



iv:
{
  "formula": "C5H8",
  "method": "ωB97M-V/def2-TZVPD",
  "symbols": ["C", "C", "C", "C", "C", "H", "H", "H", "H", "H", "H", "H", "H"],
  "positions_angstrom": [[-0.1162, 1.0735, 0.2839], [0.6929, 0.0050, 1.0421], [0.1978, -1.2723, 0.4101], [-0.3069, -1.0512, -0.8018], [-0.4557, 0.4272, -1.0831], [0.4118, 2.0270, 0.1894], [-1.0457, 1.2608, 0.8340], [1.7713, 0.1114, 0.8473], [0.5636, 0.0332, 2.1289], [0.2217, -2.2258, 0.9255], [-0.6297, -1.8202, -1.4992], [0.1856, 0.7959, -1.8954], [-1.4904, 0.6356, -1.3816]],
  "nbo_charge": [-0.391, -0.440, -0.193, -0.190, -0.442, 0.208, 0.201, 0.204, 0.209, 0.209, 0.208, 0.206, 0.211],
  "smiles": "C1=CCCC1",
  "homo_lumo_gap_ev": 10.281,
  "total_charge": 0
}



Short version: iv is the most stable of them.